1.
DFT (ωB97M-V with the def2-TZVPD basis set) results for the molecule C5H8S in a non-equilibrium geometry.

Geometry as XYZ:
```
14
Properties=species:S:1:pos:R:3:lowdin_charge:R:1
C 1.49 1.57 -0.05 0.04
C 1.43 0.27 0.16 -0.30
C 2.43 -0.85 -0.32 -0.06
C 0.15 -0.44 0.79 -0.26
C -0.91 -0.62 -0.23 -0.63
S -2.38 0.14 -0.13 0.64
H 2.39 2.03 -0.44 0.07
H 0.70 2.23 0.07 0.04
H 3.08 -1.09 0.48 0.05
H 2.85 -0.57 -1.30 0.08
H 1.89 -1.83 -0.50 0.09
H -0.17 0.09 1.61 0.06
H 0.42 -1.41 1.25 0.11
H -0.66 -1.19 -1.12 0.05
```

Summary:
LUMO level	-0.201	eV
2S+1	1
Kohn-Sham gap	8.44	eV
strongest force on any atom	0.0722	hartree/bohr
SMILES	C=C(C)CC=S

2.
DFT (ωB97M-V with the def2-TZVPD basis set) results for the molecule C5H8S in a non-equilibrium geometry.

Geometry as XYZ:
```
14
Properties=species:S:1:pos:R:3:lowdin_charge:R:1
C -2.72 0.62 -0.11 0.02
C -1.58 0.20 -0.06 -0.08
C 0.20 -0.35 -0.04 -0.77
C 0.63 0.29 1.23 -0.19
C 0.75 0.31 -1.28 -0.16
S 0.26 -2.24 -0.08 0.75
H -3.70 1.03 -0.47 0.05
H 0.26 1.41 1.28 0.13
H 1.76 0.16 1.57 0.12
H 0.03 -0.20 2.00 0.06
H 1.13 1.39 -1.22 0.11
H 1.73 -0.20 -1.45 0.08
H 0.07 0.12 -2.11 0.08
H 1.18 -2.53 0.75 -0.20
```

Summary:
LUMO level	0.755	eV
2S+1	1
Kohn-Sham gap	10.29	eV
strongest force on any atom	0.0757	hartree/bohr
SMILES	C#CC(C)(C)S

3.
DFT (ωB97M-V with the def2-TZVPD basis set) results for a structure of composition C5H8S in a non-equilibrium geometry.

Geometry as XYZ:
```
14
Properties=species:S:1:pos:R:3:lowdin_charge:R:1
C -2.31 -0.16 -0.33 -0.01
C -1.22 0.18 0.27 -0.16
C 0.23 -0.03 -0.22 -0.44
C 1.21 -1.12 0.24 -0.44
C 1.24 1.13 0.02 -0.44
H -2.27 -0.70 -1.24 0.06
H -3.28 0.01 0.10 0.06
H -1.30 0.75 1.22 0.11
H 0.17 -0.11 -1.37 0.15
H 1.20 -2.12 -0.12 0.07
H 1.25 -1.19 1.32 0.07
H 1.31 1.45 1.06 0.07
H 1.17 1.96 -0.75 0.10
S 2.60 -0.06 -0.22 0.81
```

Summary:
LUMO level	0.982	eV
2S+1	1
Kohn-Sham gap	9.52	eV
strongest force on any atom	0.0793	hartree/bohr

4.
DFT (ωB97M-V with the def2-TZVPD basis set) results for the molecule C5H8S in a non-equilibrium geometry.

Geometry as XYZ:
```
14
Properties=species:S:1:pos:R:3:lowdin_charge:R:1
C 1.44 0.30 0.10 -0.11
C 0.94 -0.99 -0.59 -0.14
C 0.32 -0.56 0.73 -0.28
C -1.12 0.01 0.77 -0.76
C -1.46 0.83 -0.39 -0.43
S -2.42 -0.67 -0.02 0.88
H 2.48 0.51 0.39 0.09
H 0.99 1.33 -0.14 0.11
H 0.41 -0.92 -1.52 0.09
H 1.63 -1.77 -0.65 0.08
H 0.66 -1.32 1.45 0.13
H -1.22 0.68 1.68 0.14
H -0.67 0.70 -1.24 0.08
H -1.98 1.87 -0.56 0.12
```

Summary:
LUMO level	0.966	eV
2S+1	1
Kohn-Sham gap	9.84	eV
strongest force on any atom	0.1251	hartree/bohr
SMILES	C1CC1[C@H]1CS1

5.
DFT (ωB97M-V with the def2-TZVPD basis set) results for the molecule C5H8S in a non-equilibrium geometry.

Geometry as XYZ:
```
14
Properties=species:S:1:pos:R:3:lowdin_charge:R:1
C -1.29 -1.03 2.21 -0.12
C -0.63 -0.11 1.32 -0.10
C -0.22 0.63 0.48 -0.12
C 0.36 1.61 -0.43 -0.54
S 0.38 1.19 -2.17 0.77
C 1.08 -0.46 -2.10 -0.45
H -0.63 -1.69 2.75 0.07
H -2.09 -1.57 1.68 0.08
H -1.85 -0.50 3.06 0.10
H -0.22 2.53 -0.40 0.06
H 1.46 1.72 -0.11 0.11
H 0.35 -1.07 -1.52 0.03
H 2.14 -0.40 -1.67 0.06
H 1.18 -0.85 -3.13 0.04
```

Summary:
LUMO level	0.911	eV
2S+1	1
Kohn-Sham gap	9.47	eV
strongest force on any atom	0.0484	hartree/bohr
SMILES	CC#CCSC

6.
DFT (ωB97M-V with the def2-TZVPD basis set) results for the molecule C5H8S in a non-equilibrium geometry.

Geometry as XYZ:
```
14
Properties=species:S:1:pos:R:3:lowdin_charge:R:1
C 2.78 -0.46 -0.32 0.00
C 1.72 0.26 -0.36 -0.22
C 0.39 -0.16 0.04 -0.15
C -0.70 0.59 0.12 -0.26
C -1.81 -0.11 0.74 -0.59
S -3.13 -0.27 -0.60 0.63
H 3.42 -0.05 -1.10 0.07
H 2.85 -1.42 0.05 0.04
H 1.88 1.34 -0.67 0.13
H 0.24 -1.28 0.16 0.13
H -0.82 1.77 0.32 0.17
H -1.58 -1.34 0.66 0.10
H -2.13 0.03 1.80 0.09
H -3.10 1.11 -0.81 -0.13
```

Summary:
LUMO level	0.630	eV
2S+1	1
Kohn-Sham gap	9.13	eV
strongest force on any atom	0.1153	hartree/bohr
SMILES	C=C/C=C/CS

7.
DFT (ωB97M-V with the def2-TZVPD basis set) results for the molecule C5H8S in a non-equilibrium geometry.

Geometry as XYZ:
```
14
Properties=species:S:1:pos:R:3:lowdin_charge:R:1
C -0.18 -0.90 0.86 -0.16
C 0.34 -1.35 -0.22 -0.22
C 0.53 -0.61 -1.46 -0.51
S -0.33 0.97 -1.61 0.84
C -0.10 1.60 0.08 -0.46
C -0.70 0.50 1.10 -0.23
H -0.08 -1.58 1.69 0.10
H 0.82 -2.37 -0.21 0.13
H 0.16 -1.20 -2.34 0.09
H 1.59 -0.49 -1.63 0.07
H 0.95 1.74 0.38 0.07
H -0.51 2.64 0.15 0.07
H -0.70 0.66 2.20 0.11
H -1.79 0.39 1.00 0.10
```

Summary:
LUMO level	0.968	eV
2S+1	1
Kohn-Sham gap	9.54	eV
strongest force on any atom	0.0628	hartree/bohr
SMILES	C1=CCSCC1

8.
DFT (ωB97M-V with the def2-TZVPD basis set) results for the molecule C5H8S3 in a non-equilibrium geometry.

Geometry as XYZ:
```
16
Properties=species:S:1:pos:R:3:lowdin_charge:R:1
C 0.86 1.93 0.29 -0.16
C 0.16 0.47 0.05 -1.06
C -1.40 0.62 -0.09 -0.66
S -2.60 -0.65 -0.34 0.70
S 1.07 -0.14 -1.39 0.90
C 1.08 -1.81 -0.82 -0.57
C 0.75 -2.13 0.39 -0.46
S 0.63 -0.61 1.41 0.84
H 0.85 2.44 -0.77 0.09
H 1.94 1.94 0.63 0.09
H 0.37 2.61 0.95 0.04
H -1.90 1.33 0.60 0.08
H -1.41 0.90 -1.20 0.06
H -2.81 -1.12 0.93 -0.13
H 1.55 -2.59 -1.55 0.11
H 0.86 -3.19 0.91 0.12
```

Summary:
LUMO level	0.675	eV
2S+1	1
Kohn-Sham gap	8.78	eV
strongest force on any atom	0.1023	hartree/bohr
SMILES	CC1(CS)SC=CS1